Entry 1:
The following is a DFT calculation (ωB97M-V/def2-TZVPD) of a molecular structure, C20H23Cl4CuO2P.

The geometry in XYZ format:
```
51
Properties=species:S:1:pos:R:3:forces:R:3
Cu -0.2518 -0.0435 0.5290 -0.41 0.04 -0.19
Cl 4.6988 -0.3845 5.0710 -0.01 0.00 -0.01
C 3.8036 -0.2469 3.5885 -0.06 0.01 -0.07
C 4.4581 -0.0193 2.3928 -0.07 0.00 0.00
Cl 6.1894 0.1303 2.3525 -0.04 0.00 -0.01
C 3.7121 0.0944 1.2061 0.00 -0.01 0.04
Cl 4.5095 0.3804 -0.3143 0.01 0.00 0.05
C 2.3226 -0.0133 1.1874 -0.01 0.00 -0.10
O 1.6133 0.0955 0.0940 0.25 0.02 0.05
C 1.6386 -0.2555 2.4373 -0.20 -0.03 0.06
O 0.3354 -0.3588 2.4242 0.32 0.02 0.06
C 2.4024 -0.3623 3.5972 0.07 -0.01 0.00
Cl 1.5464 -0.6525 5.0856 0.04 0.01 0.00
C -2.4310 -2.6444 0.4791 0.02 -0.04 -0.03
C -3.1293 -1.4435 1.1300 0.05 0.09 -0.01
C -2.7194 -1.3936 2.6104 0.01 0.03 -0.01
C -4.6400 -1.6516 1.0142 0.00 0.01 0.06
P -2.4004 0.0561 0.2445 -0.11 0.00 0.26
C -3.1671 -0.0278 -1.4246 0.05 -0.05 0.00
C -4.5187 0.1829 -1.7076 0.03 -0.03 -0.07
C -5.0005 0.0768 -3.0048 0.05 0.00 0.03
C -4.1383 -0.2497 -4.0458 -0.03 0.01 0.04
C -2.7944 -0.4608 -3.7813 -0.02 0.01 0.01
C -2.3157 -0.3443 -2.4811 0.07 0.00 -0.03
C -3.0290 1.6672 1.0068 0.03 -0.13 0.07
C -2.0224 2.0374 2.1109 0.00 -0.01 0.00
C -2.9574 2.7458 -0.0776 0.05 0.06 -0.01
C -4.4287 1.6512 1.6247 0.00 0.08 -0.03
H -2.7725 -3.5618 0.9693 0.00 0.02 -0.02
H -1.3475 -2.5819 0.5922 0.01 0.01 0.02
H -2.6653 -2.7211 -0.5862 0.00 0.00 0.01
H -2.9045 -2.3766 3.0572 -0.03 0.03 -0.02
H -3.3125 -0.6670 3.1695 0.01 0.00 0.00
H -1.6600 -1.1568 2.7483 -0.03 -0.03 -0.06
H -4.9012 -2.5626 1.5642 -0.01 0.03 -0.02
H -4.9630 -1.7895 -0.0184 0.04 0.01 0.00
H -5.2074 -0.8316 1.4539 -0.01 -0.05 -0.04
H -5.2072 0.4300 -0.9129 -0.03 0.01 0.03
H -6.0520 0.2468 -3.2025 0.01 0.00 0.00
H -4.5162 -0.3354 -5.0582 0.01 0.01 0.03
H -2.1144 -0.7085 -4.5876 0.00 0.00 0.04
H -1.2611 -0.4906 -2.2709 -0.02 0.00 -0.01
H -1.0300 2.2220 1.6957 -0.01 -0.02 0.00
H -1.9048 1.2536 2.8604 -0.01 0.03 -0.03
H -2.3630 2.9532 2.6077 0.01 -0.04 -0.02
H -2.0045 2.7059 -0.6116 0.00 0.01 0.01
H -3.0306 3.7279 0.4001 -0.02 -0.01 -0.02
H -3.7607 2.6608 -0.8103 0.00 -0.04 0.01
H -4.5030 0.9339 2.4396 0.00 0.01 0.03
H -5.2176 1.4378 0.9035 0.01 -0.02 -0.03
H -4.6334 2.6429 2.0431 0.01 -0.02 -0.02
```
Forces are in eV/Å.

As for the total charge: -1. The calculation puts the energy at -129230.1344 eV. The strongest force on any atom is 0.46 eV/A. For the molecular weight, the calculation gives 531.7 g/mol. The LUMO energy is 2.33 eV.

***

Entry 2:
The following is a DFT calculation (ωB97M-V/def2-TZVPD) of a single C20H23ClFNO2Si molecule in a non-equilibrium geometry.

The geometry in XYZ format:
```
49
Properties=species:S:1:pos:R:3:forces:R:3
O -0.5066 -3.8020 -1.2869 0.56 0.49 -1.87
C -0.2653 -3.9392 -0.1287 0.08 -0.27 1.89
C 1.0406 -3.5210 0.5414 0.06 -0.42 0.10
C 1.1926 -2.0009 0.4935 0.08 -0.26 0.39
C -0.0692 -1.3130 1.0592 1.16 1.86 0.12
N -0.1277 0.1219 0.6935 -0.87 -0.21 -0.65
C -0.5803 0.4885 -0.7298 0.27 -0.51 1.76
C 0.4553 1.1551 -1.6149 0.37 -0.12 -0.03
Si 1.4037 2.4477 -0.6644 -0.02 -0.58 0.28
O 2.9642 1.9602 -0.3339 0.69 0.25 -0.82
C 1.3799 4.0880 -1.4656 -0.50 -0.95 -0.12
C 2.2583 5.0681 -1.1019 -0.01 1.66 -0.54
C 1.9870 6.3888 -1.4697 0.24 0.48 -0.74
C 0.9206 6.7147 -2.3258 0.76 0.56 1.02
Cl 0.5682 8.3823 -2.9359 0.57 -1.48 0.72
C 0.0801 5.7002 -2.6777 -0.71 0.26 -1.03
C 0.2879 4.4093 -2.2502 -0.10 0.13 -0.16
C 0.5344 2.4620 0.9817 -0.03 -0.60 -0.56
C 0.7602 1.0249 1.4580 -1.01 -0.85 -0.27
C -1.3676 -4.4705 0.7273 0.17 -0.41 0.66
C -1.2883 -4.6332 2.1125 -0.03 0.39 0.21
C -2.3782 -5.0840 2.8446 -0.84 0.17 1.08
C -3.5837 -5.3671 2.1997 0.48 -0.65 -0.32
F -4.6539 -5.9195 2.8607 1.07 0.82 -0.36
C -3.6574 -5.2230 0.8258 0.45 -0.33 -0.10
C -2.5451 -4.8071 0.0915 -1.07 0.30 0.88
H 1.1103 -3.9135 1.5681 -0.20 0.35 -0.33
H 1.8740 -3.9938 0.0381 0.14 -0.12 -0.45
H 2.1480 -1.7390 1.0113 -0.90 0.10 -0.17
H 1.3168 -1.6868 -0.5425 -0.08 -0.05 -0.11
H -0.9868 -1.7313 0.6989 -0.38 -0.58 -0.47
H -0.1219 -1.4393 2.1673 0.15 0.33 -0.59
H -0.9792 -0.3955 -1.2262 0.16 -0.31 0.27
H -1.4254 1.1492 -0.6413 -0.49 0.41 0.17
H -0.0180 1.5899 -2.5029 0.05 -0.28 0.04
H 1.1465 0.3793 -1.9227 0.35 -0.07 -0.42
H 3.6137 2.0203 -1.0668 -0.71 -0.08 0.75
H 3.1953 4.8402 -0.6221 0.00 0.02 0.49
H 2.6822 7.1407 -1.1730 0.31 0.57 0.12
H -0.7021 5.9507 -3.3660 -0.52 -0.15 -0.16
H -0.3941 3.6414 -2.5784 -0.18 -0.05 0.03
H 0.9238 3.2187 1.6217 0.47 0.44 0.75
H -0.5388 2.6417 0.8872 0.03 0.06 -0.07
H 0.4977 0.8637 2.5222 0.33 0.21 -0.35
H 1.7884 0.7219 1.2665 0.39 0.12 0.51
H -0.3929 -4.3140 2.6499 -0.36 -0.31 -0.11
H -2.3662 -5.1224 3.9469 0.21 -0.15 -0.68
H -4.5366 -5.5394 0.3138 -0.63 0.02 -0.23
H -2.6443 -4.6135 -0.9542 0.06 -0.21 -0.51
```
Forces are in eV/Å.

As for the structure (SMILES): O=C(CCCN1CC[Si](O)(c2ccc(Cl)cc2)CC1)c1ccc(F)cc1. Its energy above the lowest of the compared OMol25 structures with the same formula, charge and spin is 5.2 kcal per mole. The calculation puts the energy at -49816.7270 eV. The strongest force on any atom is 2.19 eV/A. For the molecular weight, the calculation gives 391.9 g/mol. The LUMO energy is 0.26 eV.

***

Entry 3:
The following is a DFT calculation (ωB97M-V/def2-TZVPD) of a single C20H23ClN4OS2 molecule in a non-equilibrium geometry.

The geometry in XYZ format:
```
51
Properties=species:S:1:pos:R:3:forces:R:3
C -8.9310 0.0869 -1.2977 -0.97 -4.38 -3.39
C -8.5465 1.4013 -0.7955 2.80 2.01 -0.31
C -7.4343 1.1553 0.2322 4.91 4.50 -7.02
C -5.9890 0.7931 -0.5147 0.27 1.52 -1.90
C -4.7995 0.5201 0.2869 0.06 0.69 9.04
C -4.3536 1.7395 1.4048 -2.33 -0.11 2.11
C -4.0856 3.0746 0.6727 -2.92 -7.12 2.30
O -5.0397 3.7450 0.4831 -0.84 3.63 -0.66
N -3.0628 2.9253 -0.1953 -3.22 9.45 -1.81
C -2.0005 2.2679 -0.2291 6.66 -8.28 3.29
N -1.7749 0.9991 0.6205 2.64 2.96 -4.70
C -0.5121 0.4219 0.1897 -5.49 15.16 -7.98
C -0.1117 -0.5950 0.8121 -2.33 -9.99 3.60
C 0.2245 1.3342 -0.9317 -6.48 -4.45 7.37
C 1.4511 0.9255 -1.1820 7.12 2.41 -7.72
C 2.0647 1.5417 -2.4239 -0.41 -1.05 2.79
S 3.7245 1.0261 -2.5891 -0.91 1.63 -1.78
C 3.4128 -0.0254 -1.3978 0.50 -4.52 4.43
N 4.2182 -1.1415 -1.0722 3.93 0.67 -2.09
C 4.4828 -1.9778 0.0708 -1.26 -2.63 -3.40
C 5.5864 -2.9206 -0.0974 -3.08 -0.06 7.75
C 5.7994 -3.8146 1.1625 -3.56 3.05 -4.30
C 4.7008 -3.9413 2.0711 2.97 0.26 0.01
Cl 4.7989 -5.1891 3.2801 0.09 0.03 0.24
C 3.6953 -3.0103 2.1176 6.20 -0.58 -9.58
C 3.3808 -2.3745 0.8605 0.47 5.41 3.23
N 2.3201 0.0181 -0.6948 -1.64 0.15 0.80
S -0.7075 2.6765 -1.2426 -0.31 0.70 -0.55
H -9.8430 0.0708 -2.0237 1.70 0.28 0.93
H -8.0251 -0.5293 -1.8684 -2.22 1.98 1.18
H -9.2402 -0.7205 -0.5751 0.32 1.27 0.06
H -8.1264 2.1358 -1.6224 -0.78 -1.69 1.36
H -9.3000 1.9941 -0.3248 -0.98 0.00 0.32
H -7.0392 1.9961 0.7110 -0.39 1.92 0.98
H -7.6399 0.5222 0.8981 -1.75 -5.53 5.11
H -5.9972 -0.1298 -1.0559 -0.85 -0.36 -1.19
H -5.5402 1.6540 -1.2155 -2.02 -1.50 0.87
H -5.1173 -0.1716 1.2371 0.48 0.80 -2.32
H -3.7820 0.2064 0.2068 0.29 -0.71 -2.29
H -3.5224 1.4040 1.9893 0.69 -0.44 -0.25
H -5.1706 1.7837 2.2907 1.37 0.65 -2.48
H -2.9932 4.0124 -0.4750 0.28 -2.98 -0.53
H -1.0157 -1.0885 1.2760 0.30 0.66 -0.09
H 0.2197 -1.4460 0.3742 1.70 -2.13 -2.51
H 0.4465 -0.5329 1.5937 4.04 1.26 4.92
H 1.6903 2.3509 -3.0019 -0.23 0.44 -0.37
H 5.0907 -1.1433 -1.6845 -1.68 0.00 1.06
H 6.3112 -2.6880 -0.7670 2.34 0.15 -1.90
H 6.6609 -4.3884 1.0600 1.07 -1.35 0.62
H 2.9341 -3.0045 2.6011 -8.47 -0.59 7.14
H 2.5515 -1.4374 0.9226 1.91 -3.19 -0.39
```
Forces are in eV/Å.

As for the structure (SMILES): CCCCCCC(=O)Nc1nc(C)c(-c2csc(Nc3ccc(Cl)cc3)n2)s1. Its energy above the lowest of the compared OMol25 structures with the same formula, charge and spin is 354.7 kcal per mole. The calculation puts the energy at -63300.3538 eV. The strongest force on any atom is 17.99 eV/A. For the molecular weight, the calculation gives 435.0 g/mol. The LUMO energy is -0.41 eV.

***

Entry 4:
The following is a DFT calculation (ωB97M-V/def2-TZVPD) of a molecular structure, C20H23F3N4O2RhS2 in a non-equilibrium geometry.

The geometry in XYZ format:
```
55
Properties=species:S:1:pos:R:3:forces:R:3
Rh 1.1874 0.1943 0.0827 1.50 -0.45 -0.07
F 4.5505 -3.5182 2.3955 -0.05 -0.02 -0.13
C 4.5024 -3.3590 1.0626 0.00 0.02 0.03
F 3.4165 -4.0041 0.6127 0.12 0.04 0.03
F 5.5802 -3.9616 0.5394 -0.10 0.04 0.09
C 4.4766 -1.8937 0.6967 0.07 -0.07 -0.10
C 5.6258 -1.2643 0.2698 0.05 0.08 -0.07
C 5.6055 0.0885 -0.0813 0.05 -0.12 0.03
C 4.4139 0.7619 -0.0017 -0.08 -0.10 0.03
N 3.3023 0.1601 0.4481 -0.10 0.86 0.00
C 3.3101 -1.1284 0.8039 0.08 -0.28 0.42
S 1.7326 -1.5932 1.3737 -0.31 0.01 0.28
H 6.5439 -1.8315 0.1969 0.01 0.01 0.00
H 6.4996 0.5954 -0.4120 0.00 -0.02 0.00
H 4.3316 1.8055 -0.2729 -0.04 -0.01 -0.03
C -2.9490 3.4128 2.3652 0.01 -0.04 0.04
C -2.6756 3.1405 0.8946 0.00 -0.06 0.06
N -2.8418 1.7264 0.5452 -0.22 0.02 0.01
C -4.2016 1.3097 0.1538 0.07 -0.04 -0.04
C -4.3831 1.3109 -1.3541 -0.03 0.00 -0.02
C -1.8713 0.8299 0.5965 0.18 0.01 0.11
S -0.3333 1.3199 1.2788 0.27 0.02 0.00
N -2.1563 -0.4267 0.2691 -0.17 0.16 0.04
C -1.3019 -1.2559 -0.2597 0.27 -0.23 -0.37
O -0.1410 -0.9442 -0.7356 -1.12 0.00 -0.32
C -1.7047 -2.6707 -0.4227 0.02 0.08 -0.10
C -0.7328 -3.6408 -0.6610 -0.03 -0.02 0.01
C -1.1025 -4.9701 -0.7870 0.00 0.04 -0.03
C -2.4402 -5.3292 -0.6932 0.00 -0.01 0.01
C -3.4115 -4.3616 -0.4689 0.00 0.02 -0.01
C -3.0467 -3.0332 -0.3350 -0.03 -0.05 0.05
H -2.7816 4.4667 2.5865 -0.03 0.00 0.00
H -2.2867 2.8214 2.9991 0.00 0.02 -0.01
H -3.9786 3.1689 2.6289 0.01 0.00 -0.01
H -1.6657 3.4459 0.6282 0.02 -0.02 -0.02
H -3.3664 3.6983 0.2623 0.00 0.00 -0.01
H -4.8932 2.0011 0.6332 0.02 0.02 0.02
H -4.3746 0.3152 0.5580 -0.02 0.01 0.03
H -4.1703 2.2930 -1.7794 0.00 -0.01 0.00
H -5.4133 1.0537 -1.6010 0.01 0.01 0.00
H -3.7268 0.5760 -1.8198 0.01 0.02 0.00
H 0.3051 -3.3486 -0.7288 0.02 -0.01 0.00
H -0.3480 -5.7251 -0.9633 -0.01 0.01 0.01
H -2.7288 -6.3670 -0.7968 0.01 0.00 0.00
H -4.4535 -4.6440 -0.4005 0.01 0.00 -0.01
H -3.7955 -2.2717 -0.1669 0.02 0.00 0.02
C 1.9643 3.6035 -0.0300 -0.02 0.03 0.02
C 1.8867 2.9179 -1.3614 0.02 -0.06 -0.20
N 2.1355 3.6570 -2.4457 -0.01 0.02 -0.01
O 1.6196 1.7126 -1.4981 -0.48 0.10 0.20
H 2.5174 4.5392 -0.0791 -0.01 0.00 -0.02
H 2.4305 2.9392 0.6957 -0.02 -0.01 0.02
H 0.9518 3.8056 0.3201 0.01 -0.01 0.00
H 2.3253 4.6415 -2.3854 0.04 0.00 0.02
H 2.0613 3.2302 -3.3555 -0.02 -0.01 0.00
```
Forces are in eV/Å.

As for the total charge: +1. Its energy above the lowest of the compared OMol25 structures with the same formula, charge and spin is 26.4 kcal per mole. The calculation puts the energy at -63996.3169 eV. The strongest force on any atom is 1.56 eV/A. For the molecular weight, the calculation gives 575.5 g/mol. The LUMO energy is -4.21 eV.

***

Entry 5:
The following is a DFT calculation (ωB97M-V/def2-TZVPD) of 3 unconnected molecules or ions with the total composition C20H23F5N5O4S in a non-equilibrium geometry.

The geometry in XYZ format:
```
58
Properties=species:S:1:pos:R:3:forces:R:3
C 0.8079 3.0902 1.8443 0.11 -0.02 0.44
C 1.7149 1.9461 1.4426 0.07 1.00 -0.02
O 1.4394 0.7825 2.3068 0.06 -0.25 -0.14
N 1.4322 -0.3756 1.6313 0.88 -0.03 -0.34
C 2.4211 -1.0918 1.0415 0.08 0.62 0.57
N 3.7077 -0.6586 1.0252 0.17 -0.13 0.79
S 4.9445 -1.5139 0.2480 -0.09 -1.07 -3.10
O 4.7725 -2.9188 0.3144 -0.23 -0.08 1.75
O 5.0029 -1.0269 -1.0877 0.17 1.14 0.21
C 6.5656 -0.9981 1.0510 -0.18 0.38 -0.03
F 7.3164 -2.0695 1.0995 -0.11 -0.01 0.31
F 6.3444 -0.4739 2.2531 0.09 -0.18 0.11
F 7.1282 -0.0979 0.2720 -0.08 0.06 0.13
N 1.9323 -2.1796 0.5170 -0.37 -1.41 -0.79
C 0.6139 -2.1763 0.7656 2.00 0.84 0.05
N 0.3140 -1.0736 1.4172 -2.80 -0.84 0.65
C -1.0639 -0.7036 1.8212 0.12 1.32 -0.54
C -1.8732 -0.4417 0.5496 0.10 -1.10 -0.77
C -1.0571 0.3590 -0.4518 -0.01 1.06 0.34
N -0.6327 -0.2488 -1.6207 0.82 0.43 0.31
O -0.8215 1.5322 -0.2126 -0.12 -0.28 -0.16
H 0.6583 3.7622 1.0066 -0.04 0.01 -0.15
H 1.2545 3.6559 2.6581 0.01 0.05 0.06
H -0.1625 2.7447 2.1872 -0.14 -0.11 -0.21
H 1.6172 1.7037 0.3892 -0.26 -0.43 0.04
H 2.7444 2.2435 1.6406 0.15 -0.21 -0.02
H 3.8906 0.2153 1.4964 0.32 0.05 -0.05
H -0.0991 -2.9163 0.4566 -0.15 -0.12 0.00
H -0.9851 0.2357 2.3582 0.07 -0.04 0.31
H -1.5029 -1.4705 2.4455 0.18 -0.15 0.13
H -2.1604 -1.3732 0.0589 0.00 -0.15 0.20
H -2.7983 0.0762 0.7809 0.03 0.30 0.11
H -0.0816 0.4134 -2.1573 -0.20 0.22 -0.09
H -0.0271 -1.0491 -1.4760 -0.69 -0.56 -0.15
F -1.7364 -2.7541 -1.8213 0.02 -0.23 0.14
C -1.3740 -3.8513 -2.5430 0.06 -0.33 -0.23
C -1.5540 -3.8354 -3.9092 -0.10 0.26 -0.11
C -1.1794 -4.9494 -4.6455 0.05 -0.08 0.13
C -0.6425 -6.0594 -4.0072 0.00 -0.03 -0.05
C -0.4741 -6.0560 -2.6305 0.00 0.03 -0.10
C -0.8380 -4.9414 -1.8892 0.02 0.14 0.25
H -1.9813 -2.9631 -4.3860 0.00 0.00 0.02
H -1.3076 -4.9509 -5.7190 -0.02 0.02 0.00
H -0.3556 -6.9274 -4.5844 0.00 0.00 0.01
H -0.0601 -6.9215 -2.1318 0.01 0.01 0.02
H -0.7073 -4.9205 -0.8140 -0.06 -0.05 0.00
F -3.7325 2.6243 1.9375 0.04 -0.06 0.01
C -3.5813 3.8716 1.4266 0.04 0.27 -0.10
C -3.8575 4.9632 2.2231 -0.06 -0.05 0.26
C -3.6950 6.2356 1.6937 0.05 -0.06 -0.15
C -3.2693 6.3966 0.3815 0.02 0.06 0.00
C -3.0003 5.2835 -0.4034 -0.03 0.08 0.15
C -3.1534 4.0097 0.1235 0.05 -0.25 -0.18
H -4.1954 4.8162 3.2406 0.00 -0.02 -0.01
H -3.9015 7.1023 2.3064 -0.02 -0.01 0.02
H -3.1476 7.3902 -0.0282 -0.01 0.00 0.00
H -2.6715 5.4065 -1.4265 0.00 -0.02 -0.01
H -2.9419 3.1282 -0.4662 0.01 0.00 0.01
```
Forces are in eV/Å.

As for the total charge: +1. The calculation puts the energy at -61166.3640 eV. The strongest force on any atom is 3.28 eV/A. For the molecular weight, the calculation gives 524.5 g/mol. The LUMO energy is -3.26 eV.